Formula: C12H40N2O7
Source: OMol25
Level of theory: the ωB97M-V functional and the def2-TZVPD basis

The SMILES is COC[C@H](C)N.COC[C@H](C)N.CCO.CCO.O.O.O. Its frontier orbital gap is 9.0 eV. The value obtained for the LUMO energy is 0.23 eV. As for the HOMO energy: -8.810 eV.

Structure (XYZ):
```
61
C12H40N2O7, DFT the ωB97M-V functional and the def2-TZVPD basis
C 7.88650 -4.09449 4.76868
O 7.38225 -4.84183 3.67251
C 6.02392 -5.20479 3.78288
C 5.57383 -5.80796 2.42158
C 5.72119 -4.80693 1.29790
N 4.23566 -6.13233 2.52028
H 7.40751 -3.11947 4.67917
H 8.97379 -4.11789 4.69552
H 7.61658 -4.54276 5.72487
H 5.81743 -5.87570 4.61676
H 5.35239 -4.36242 3.94892
H 6.09771 -6.71520 2.12066
H 5.23500 -3.86373 1.54712
H 5.31169 -5.22812 0.37975
H 6.74769 -4.49859 1.09962
H 3.71555 -6.29369 1.66966
H 3.75531 -5.42343 3.05585
C -8.85815 6.26512 -2.23753
O -8.12992 5.12154 -1.99421
C -7.89761 4.38590 -3.19305
C -7.17326 3.05820 -2.90729
C -5.82762 3.37927 -2.28292
N -6.79064 2.43836 -4.20130
H -8.39657 7.05472 -2.83047
H -9.14451 6.68700 -1.27414
H -9.85664 6.07502 -2.63121
H -8.84566 4.12753 -3.66478
H -7.37683 5.03962 -3.89272
H -7.71531 2.37376 -2.25472
H -5.28706 2.51057 -1.90709
H -6.10686 3.92583 -1.38215
H -5.14165 3.99781 -2.86167
H -6.38375 1.56214 -3.90675
H -7.65075 2.20496 -4.67652
C 2.35187 6.24734 4.00479
C 1.62398 5.26396 3.05713
O 1.73928 3.96623 3.63072
H 2.33473 7.24517 3.56646
H 3.33812 5.88351 4.29297
H 1.86533 6.33229 4.97647
H 1.99536 5.24774 2.03248
H 0.58392 5.58409 2.99482
H 1.55785 3.34577 2.92099
C 1.46856 -1.87031 -5.15485
C 0.17172 -1.13941 -5.48320
O 0.39805 0.16335 -5.19381
H 2.27931 -1.65334 -5.85035
H 1.34639 -2.95275 -5.11612
H 1.76263 -1.62362 -4.13468
H -0.66519 -1.45327 -4.85937
H -0.13878 -1.35215 -6.50616
H -0.15920 0.66136 -5.79634
O 1.12644 -0.05052 -0.09881
H 0.85148 -0.96685 -0.13001
H 0.92365 0.29068 -0.96985
O 0.20202 -3.49295 4.86717
H 0.64305 -2.83888 5.40931
H 0.33061 -3.18675 3.96943
O -1.16244 -4.09059 0.10771
H -0.93641 -4.86051 -0.41418
H -2.10352 -3.97783 -0.02607
```

Formula: C12H40N3O6
Source: OMol25
Level of theory: the ωB97M-V functional and the def2-TZVPD basis

As for the net charge: +1. Its frontier orbital gap is 7.9 eV. The value obtained for the LUMO energy is -2.40 eV. As for the HOMO energy: -10.316 eV.

Structure (XYZ):
```
61
C12H40N3O6, DFT the ωB97M-V functional and the def2-TZVPD basis
O -2.71396 11.89858 -17.89783
H -2.20392 11.25792 -18.39883
H -2.64171 11.76169 -16.95039
H -3.61493 11.88714 -18.22908
C -1.53471 15.72169 -18.29907
C -1.93199 14.25714 -18.28979
C -1.69258 13.61266 -19.69145
O -2.40139 14.25306 -20.74471
C -1.90957 14.10242 -22.03245
N -1.24261 13.50536 -17.30822
H -1.83848 16.17870 -17.35728
H -2.04132 16.25837 -19.10120
H -0.45868 15.88597 -18.35615
H -3.01558 14.29964 -18.17968
H -1.91193 12.54560 -19.72862
H -0.64842 13.62875 -20.00382
H -1.22372 14.88661 -22.35302
H -2.77377 13.98356 -22.68599
H -1.40888 13.15459 -22.22999
H -0.27297 13.39999 -17.57049
H -1.26697 14.02228 -16.44087
C -5.77947 10.88048 -17.48299
C -5.39900 12.04796 -18.40029
C -5.02089 13.33270 -17.60117
O -3.88782 13.13062 -16.80893
C -3.51427 14.25486 -15.97767
N -4.25102 11.52492 -19.26595
H -5.71160 9.91828 -17.99062
H -6.79664 11.05305 -17.13131
H -5.06828 10.77014 -16.66438
H -6.34430 12.21133 -18.91781
H -5.83706 13.59306 -16.92725
H -4.89859 14.14639 -18.31605
H -2.98101 14.94745 -16.62888
H -2.75661 13.90632 -15.27584
H -4.29375 14.76755 -15.41406
H -4.63643 10.86160 -19.92288
H -4.07896 12.31837 -19.86672
C 1.36681 10.67070 -15.92776
C 0.64141 11.76963 -16.62074
C 1.25163 12.16123 -18.06117
O 0.86547 13.54347 -18.29161
C 1.40473 14.07115 -19.46099
N -0.79433 11.57974 -16.69701
H 1.34124 9.71244 -16.44658
H 0.93552 10.49714 -14.94188
H 2.39314 10.87744 -15.62444
H 0.85067 12.56844 -15.90925
H 1.11222 11.40396 -18.83266
H 2.33814 12.23830 -18.02041
H 0.82571 14.94691 -19.75403
H 1.33076 13.34787 -20.27309
H 2.43477 14.42666 -19.43419
H -1.05113 12.47980 -17.07652
H -1.11378 11.51967 -15.74074
O -2.90419 11.34886 -16.11470
H -2.83985 10.45528 -15.77763
H -2.77811 11.90501 -15.34590
O -1.99086 10.38802 -18.89164
H -1.77164 10.33340 -19.82180
H -1.22814 10.02250 -18.44345
```

Formula: C12H40N8O12
Source: OMol25
Level of theory: the ωB97M-V functional and the def2-TZVPD basis

As for the net charge: +1. Its frontier orbital gap (alpha / beta) is 8.3 / 1.9 eV. The value obtained for the LUMO energy (alpha / beta) is -2.91 / -9.33 eV. As for the HOMO energy (alpha / beta): -11.241 / -11.240 eV. As for the multiplicity: 2.

Structure (XYZ):
```
72
C12H40N8O12, DFT the ωB97M-V functional and the def2-TZVPD basis
C -4.33864 -1.38482 -0.48944
O -4.12881 -2.56992 -0.52205
N -3.82522 -0.55515 -1.34413
N -4.95290 -0.68268 0.36281
H -4.00532 0.43506 -1.25959
H -3.07898 -0.89498 -1.93382
H -4.89350 0.32536 0.34200
H -5.22689 -1.16027 1.20954
C 4.68397 1.07108 1.27008
O 3.92070 1.13224 2.26780
N 4.29082 0.37260 0.21104
N 5.94223 1.38739 1.19952
H 3.34484 0.01918 0.19269
H 5.05771 0.02557 -0.34711
H 6.27690 1.72438 2.09088
H 6.55720 1.39977 0.39842
C 1.64527 4.57572 -0.31587
O 1.03850 3.89996 -1.12231
N 1.79848 4.15146 0.93561
N 2.13468 5.76356 -0.66813
H 1.23531 3.31360 0.96649
H 1.84224 4.77314 1.73040
H 2.21311 5.91779 -1.66321
H 2.63467 6.32666 0.00494
C 0.12394 0.14864 0.37819
O -0.32190 -0.56398 1.24319
N 1.18939 0.91008 0.68054
N -0.39518 0.37009 -0.78107
H 1.33093 1.81966 0.26492
H 1.65373 0.86332 1.57626
H -0.03784 1.09903 -1.38196
H -0.94366 -0.41352 -1.10544
C 3.12936 -2.40097 2.50240
C 2.52130 -2.68748 1.09331
O 2.43966 -4.04179 0.70453
O 4.52662 -2.78185 2.52073
H 2.53209 -2.93323 3.24271
H 3.12466 -1.32334 2.66615
H 3.00817 -2.19177 0.25348
H 1.48066 -2.36438 1.12127
H 2.12377 -4.22747 -0.18279
H 4.49668 -3.72808 2.67996
C -2.91305 -3.51517 -3.54031
C -1.50007 -3.17568 -3.33511
O -1.36154 -2.16124 -2.38365
O -3.44591 -4.36116 -2.51721
H -2.96788 -4.11797 -4.44680
H -3.50539 -2.61409 -3.69927
H -0.99253 -2.90183 -4.26005
H -0.94442 -4.01488 -2.91666
H -1.40174 -2.63042 -1.54708
H -3.74917 -3.67429 -1.91901
C -2.74160 -1.26138 3.73905
C -1.35423 -1.90860 4.07627
O -1.43261 -2.44847 5.38887
O -2.97575 0.08721 4.30585
H -3.51928 -1.92625 4.11492
H -2.85783 -1.32555 2.65717
H -0.45160 -1.30412 3.98712
H -1.13448 -2.61842 3.27879
H -1.39655 -3.40426 5.30653
H -3.16248 0.05872 5.24708
C -1.69467 3.51544 -3.23183
C -0.38097 3.00124 -3.95889
O 0.74157 3.89574 -3.72608
O -1.77007 3.56320 -1.80139
H -2.41896 2.89443 -3.75895
H -1.89416 4.54648 -3.52383
H -0.59054 2.83159 -5.01501
H -0.08986 2.08081 -3.45277
H 0.85126 3.95952 -2.77450
H -1.09424 4.00974 -1.28618
```

What ΔE to the lowest compared entry with this formula, charge and spin values result from the calculations? In sequence: 17.3 407.2 14.7 kcal per mole.
What F_max values result from the calculations? In sequence: 0.073 0.340 0.141 Eh/bohr.
What E_tot values result from the calculations? In sequence: -1117.26593 -1095.99760 -1821.79354 Eh.